Formula: C79H91F6N16O36S6
Source: the OMol25 dataset
Level of theory: ωB97M-V with the def2-TZVPD basis set

The geometry in XYZ format:
```
234
Properties=species:S:1:pos:R:3:mulliken_charge:R:1
C 0.8734 0.5943 4.5729 -0.7282
N 2.1857 1.1307 4.0747 0.4792
C 3.3276 0.7969 4.7623 -0.7246
C 4.5675 1.2668 4.3262 -0.6459
C 4.7061 2.1291 3.1905 0.9493
C 3.5167 2.4585 2.5563 -0.5908
C 2.2898 1.9390 3.0009 0.3069
C 6.0204 2.6717 2.7768 0.5523
C 7.1912 1.8575 2.7806 -0.7758
C 8.3289 2.5115 2.2739 -0.5250
N 8.3790 3.8858 1.9336 0.0524
C 7.2867 4.6010 2.0375 -0.1852
C 6.1003 4.0186 2.4759 -0.5624
C 9.7328 4.4996 1.6993 -0.8579
H 0.9902 -0.4857 4.6626 0.7779
H 0.1174 1.0026 3.9022 -0.4964
H 0.6453 0.9412 5.5807 0.3743
H 3.2907 0.0791 5.5683 0.5521
H 5.4430 1.0413 4.9170 0.5937
H 3.6265 3.1031 1.6967 0.3582
H 1.3850 2.2146 2.4796 0.0637
H 7.1473 0.7874 2.9199 0.5156
H 9.2994 2.0379 2.2846 0.4959
H 7.2739 5.6539 1.7974 0.4354
H 5.2448 4.6735 2.5499 0.6296
H 9.4880 5.5610 1.6573 0.2961
H 10.1908 4.1445 0.7761 0.3340
H 10.4429 4.3742 2.5166 0.3720
C 1.0512 -5.4703 -2.9521 -0.9161
N 0.4010 -4.3016 -2.1663 1.3251
C 0.8484 -3.0150 -2.2529 -0.2497
C 0.2049 -1.9697 -1.6960 -0.8631
C -0.8443 -2.1969 -0.7628 0.4423
C -1.2613 -3.5614 -0.6417 -1.5084
C -0.6661 -4.5760 -1.3409 -0.6611
C -1.3705 -1.1827 0.1435 0.7390
C -1.3339 -1.3638 1.5653 -1.0378
C -1.7023 -0.3023 2.4252 -0.7057
N -2.0632 0.9100 1.9199 0.8535
C -2.0075 1.1831 0.6499 -0.0835
C -1.7006 0.1301 -0.2997 -0.1194
C -2.4552 1.9791 2.8932 -0.2288
H 0.7096 -5.4823 -3.9871 0.0882
H 0.7252 -6.3868 -2.4603 0.4044
H 2.1187 -5.2516 -2.9770 0.1383
H 1.6284 -2.9279 -2.9948 0.2032
H 0.6739 -1.0377 -1.9752 0.1953
H -2.0537 -3.7796 0.0589 1.1536
H -1.0425 -5.5882 -1.3297 0.6532
H -1.0751 -2.3695 1.8622 0.7906
H -1.7182 -0.4143 3.4993 0.3430
H -2.2868 2.1921 0.3850 0.2416
H -1.7157 0.3959 -1.3464 0.0819
H -2.3388 1.5630 3.8939 -0.3020
H -3.4434 2.3416 2.6099 0.6392
H -1.7239 2.7755 2.7551 -0.2975
C -1.0714 6.5291 -1.0141 -0.9875
N -0.4138 5.6000 -1.9179 0.4521
C 0.2221 6.1440 -3.0227 -0.8846
C 0.8691 5.4203 -3.9414 -0.8574
C 0.9014 3.9898 -3.8026 1.0891
C 0.2295 3.3917 -2.7132 -0.1179
C -0.4679 4.2462 -1.7355 -0.6156
C 1.6644 3.1746 -4.7899 0.5605
C 1.6235 3.3965 -6.1314 -0.2417
C 2.1883 2.4626 -7.0178 -0.7046
N 2.9253 1.4404 -6.5515 0.2926
C 3.0702 1.2519 -5.2316 -0.8755
C 2.3786 2.0184 -4.3166 -0.9312
C 3.7078 0.5797 -7.4218 -0.6930
H -0.3280 7.2030 -0.5881 0.4481
H -1.4794 5.9550 -0.1822 -0.0691
H -1.8513 6.9848 -1.6242 0.5411
H 0.1704 7.2172 -3.1322 0.5634
H 1.2788 5.9052 -4.8151 0.5545
H 0.1848 2.3355 -2.4922 0.9073
H -1.0072 3.8729 -0.8775 -0.2787
H 1.1471 4.3005 -6.4812 0.5155
H 2.2205 2.6110 -8.0871 0.4341
H 3.6422 0.3799 -4.9508 0.8717
H 2.4628 1.8000 -3.2622 0.6561
H 3.6772 0.9498 -8.4465 0.3270
H 3.1880 -0.3728 -7.3183 0.2957
H 4.7379 0.5384 -7.0680 0.1859
C -8.7635 4.8143 2.7046 -1.0130
N -7.7995 4.0069 3.4081 0.2860
C -6.9571 4.6047 4.2018 -0.1054
C -6.1028 3.9003 5.0190 -0.7406
C -6.1876 2.4901 5.1383 0.4998
C -7.1006 1.9070 4.2872 -0.4078
C -7.9191 2.6539 3.4213 -0.6387
C -5.4237 1.7604 6.1903 0.6513
C -5.9846 0.7829 7.0263 -0.6533
C -5.2737 0.2683 8.1102 -0.5487
N -3.9691 0.5700 8.2758 0.2718
C -3.3624 1.4702 7.4390 -1.1142
C -4.0855 2.0804 6.4001 -0.5403
C -3.2114 -0.0930 9.3415 -0.8917
H -8.7832 5.8290 3.1023 0.3479
H -9.7341 4.3188 2.7251 0.3348
H -8.2819 4.9619 1.7380 0.3971
H -6.8495 5.6754 4.2937 0.3826
H -5.3168 4.3519 5.6061 0.6172
H -7.2493 0.8469 4.1440 0.5571
H -8.7176 2.3027 2.7846 0.4855
H -7.0368 0.5725 6.9037 0.5840
H -5.7072 -0.4008 8.8388 0.3958
H -2.3229 1.6652 7.6577 0.7600
H -3.5130 2.7699 5.7974 0.8918
H -2.6569 0.6787 9.8756 0.3569
H -2.5315 -0.7506 8.7998 0.3011
H -3.8438 -0.5924 10.0755 0.3422
C -6.9313 -0.2433 0.2780 -0.9283
N -6.1124 -0.8580 -0.8601 0.1490
C -5.8716 -0.1316 -1.9393 -0.2909
C -4.9818 -0.5368 -2.8864 -0.9222
C -4.2223 -1.7353 -2.7201 1.1061
C -4.5691 -2.5380 -1.6371 -0.5360
C -5.5021 -2.0360 -0.7051 -0.9665
C -3.2482 -2.1442 -3.7722 -0.1307
C -2.1812 -1.3666 -4.2249 0.7667
C -1.2507 -1.8391 -5.1885 -0.9596
N -1.4043 -3.0921 -5.6843 0.3027
C -2.4045 -3.8949 -5.2776 -0.8333
C -3.3215 -3.4317 -4.2780 -0.2938
C -0.3528 -3.6079 -6.5884 -0.7716
H -7.2501 0.7693 0.0309 0.3202
H -6.2454 -0.1976 1.1239 0.3456
H -7.6664 -1.0339 0.4285 0.3725
H -6.2883 0.8632 -1.8838 0.3953
H -4.6722 0.1069 -3.6965 0.8389
H -4.0928 -3.4975 -1.4995 0.6713
H -5.7178 -2.6143 0.1812 0.5684
H -2.0314 -0.3988 -3.7695 0.1142
H -0.4292 -1.2104 -5.4989 0.6520
H -2.5560 -4.8160 -5.8208 0.3085
H -4.0975 -4.1162 -3.9688 0.6437
H 0.1439 -2.8126 -7.1442 0.2896
H -0.6821 -4.3938 -7.2681 0.3890
H 0.4271 -4.0481 -5.9671 0.1784
C 2.4026 -6.6960 0.7620 -0.8095
N 3.1872 -5.5794 0.2200 0.2739
C 2.7700 -4.3321 0.4703 -0.4412
C 3.4351 -3.2520 -0.1696 -0.8029
C 4.5351 -3.4081 -1.0346 0.8522
C 4.8595 -4.7783 -1.3011 -0.5589
C 4.1370 -5.8605 -0.6808 -0.8893
C 5.2276 -2.2345 -1.6658 0.8226
C 5.7214 -2.4536 -2.9248 -0.6966
C 6.3016 -1.4090 -3.6499 -0.5765
N 6.1620 -0.1234 -3.1609 0.4087
C 5.6962 0.1191 -1.9174 0.0040
C 5.2840 -0.9417 -1.1155 -0.9505
C 6.8413 1.0135 -3.8540 -0.8604
H 1.8190 -6.3332 1.6080 0.3522
H 3.0298 -7.5315 1.0731 0.3428
H 1.7655 -6.9774 -0.0764 0.2786
H 2.1657 -4.1900 1.3540 0.5661
H 3.1586 -2.2476 0.1153 0.1466
H 5.5695 -5.1614 -2.0190 0.6192
H 4.3117 -6.9095 -0.8691 0.8181
H 5.9018 -3.4400 -3.3259 0.4561
H 6.9056 -1.5450 -4.5348 0.4353
H 5.6782 1.1508 -1.5986 0.4045
H 4.9492 -0.6903 -0.1200 0.6392
H 6.4543 0.9622 -4.8717 0.2597
H 7.9241 0.9054 -3.7915 0.3384
H 6.5345 1.9611 -3.4111 0.3218
O 0.6162 4.0183 5.1493 -0.2612
C 0.1264 4.1789 6.3424 0.6816
O -1.0567 3.8099 6.4698 -0.6373
O 0.8249 4.5743 7.2813 -0.8312
H -0.2931 3.7453 5.0073 0.0457
O 1.3932 2.2304 0.0346 0.5195
C 2.4553 1.6046 -0.5485 -0.7225
O 2.3060 0.4770 -1.0002 0.1850
O 3.4960 2.2481 -0.7184 -0.7742
H 1.7865 3.0971 0.1607 -0.2089
O -4.2546 -1.1007 4.1532 0.3465
C -4.5885 -2.3032 3.6890 0.4003
O -4.3151 -3.3163 4.3532 -0.6771
O -5.1513 -2.4732 2.5863 -0.7044
H -3.7697 -1.5658 4.8388 0.0438
O -0.1308 4.3951 1.5395 2.1555
C 0.6904 5.4635 1.4747 0.1079
O 0.3600 6.4964 2.0408 -0.6724
O 1.8273 5.3721 0.9336 -0.7974
H -1.0470 4.6425 1.6845 -0.6651
O -2.7858 -8.0459 -2.6799 -0.4910
C -1.8762 -7.6458 -3.6021 0.4947
O -1.1656 -8.5192 -4.1847 -0.7406
O -1.7968 -6.4346 -3.8966 -0.4146
H -3.2196 -7.2046 -2.5199 0.3283
O 4.3508 -2.2259 -5.7931 -0.5322
C 3.1725 -2.5848 -5.3463 0.4793
O 2.1364 -1.9222 -5.4559 -0.2208
O 3.1511 -3.6627 -4.8124 -0.6637
H 4.5805 -3.0565 -5.3702 0.3003
O -1.1196 -6.5552 3.5694 -0.5563
C -1.5623 -5.6407 2.6610 0.4410
O -0.7601 -5.4093 1.7459 -0.3131
O -2.6426 -5.0686 2.8000 -0.6347
H -0.5063 -6.8657 2.8993 0.2963
N -1.2400 -1.7598 6.0825 0.7695
O -0.9461 -2.3690 5.0762 -0.4628
O -0.3491 -1.6731 6.9983 -0.7588
O -2.3731 -1.3066 6.1853 -0.5702
N 5.6015 -7.8707 -2.8568 -0.3167
S 4.2065 -8.2676 -3.3710 1.0866
O 3.1495 -8.3096 -2.3978 -0.5533
O 4.1075 -9.1821 -4.4774 -0.5580
F 3.7306 -6.8473 -4.0508 -0.2621
S 5.8663 -9.4326 -2.1847 1.0205
O 6.4641 -10.4163 -3.0794 -0.5741
O 4.8227 -10.0464 -1.3449 -0.5298
F 6.9967 -9.0520 -1.1462 -0.2493
N -2.3859 1.8548 -3.6150 -0.1481
S -3.4585 2.8825 -3.4736 0.7784
O -4.6837 2.6699 -4.2647 -0.7204
O -3.0851 4.3056 -3.3313 -0.5767
F -3.9414 2.3783 -1.9954 -0.1645
S -2.0946 2.2020 -5.2599 0.9898
O -1.5555 3.5428 -5.5096 -0.5407
O -2.8610 1.4820 -6.2851 -0.6496
F -0.7628 1.2282 -5.3186 -0.1397
N -2.6284 4.8892 2.0094 -0.0809
S -3.0408 5.8555 3.1308 0.5303
O -4.0504 5.3905 4.0784 -0.3525
O -2.8959 7.2836 2.9000 -0.6373
F -1.7761 5.6205 4.1039 -0.2344
S -4.0686 5.2187 1.1240 0.5034
O -4.0748 6.5068 0.4107 -0.5519
O -5.2795 4.5472 1.5270 -0.3567
F -3.6779 4.2073 -0.0464 -0.1433
```

Output
LUMO: -5.13 eV
2S+1: 1
Energy relative to the best compared isomer or geometry (same formula, charge and spin): 15.883 eV
Maximum force: 0.202 Eh/bohr
Charge: +1
M: 2147.1 g/mol

---

Formula: C4H10N2O
Source: the OMol25 dataset
Level of theory: ωB97M-V with the def2-TZVPD basis set

The geometry in XYZ format:
```
17
Properties=species:S:1:pos:R:3:mulliken_charge:R:1
C -0.7345 1.8408 -1.3167 -1.2041
C -1.2918 0.9629 -0.2146 -0.3842
C -0.2714 0.4995 0.8041 -0.7408
N 0.7241 -0.4145 0.3124 -0.1437
C 0.8009 -1.6868 0.8402 0.4541
N 1.8270 -2.4249 0.2243 -0.5356
O 0.1049 -2.1278 1.7263 -0.5952
H -1.5268 2.2466 -1.9138 0.3753
H -0.1153 1.2569 -2.0020 0.3049
H -0.1748 2.6767 -0.9413 0.3152
H -2.0541 1.5483 0.3108 0.2968
H -1.8727 0.1142 -0.5557 0.3124
H -0.7830 0.0031 1.6344 0.3599
H 0.1460 1.3533 1.3477 0.3749
H 1.6040 -0.1048 -0.0638 0.3052
H 1.7440 -2.3791 -0.7809 0.2445
H 1.8735 -3.3644 0.5884 0.2604
```

Output
LUMO: 0.88 eV
2S+1: 1
Energy relative to the best compared isomer or geometry (same formula, charge and spin): 0.276 eV
SMILES: CCCNC(N)=O
Maximum force: 0.025 Eh/bohr
M: 102.1 g/mol